Record 1
Entry from OMol25: 2 unconnected molecules or ions with the total composition C5H15NO in a non-equilibrium geometry (ωB97M-V/def2-TZVPD).

Output
net charge: 0
energy: -8963.3953 eV
frontier orbital gap: 9.5 eV
lowest unoccupied orbital energy: 0.8 eV
E_HOMO: -8.624 eV
SMILES string: CCN(C)CC.O
energy relative to the best compared isomer or geometry (same formula, charge and spin): 68.3 kcal per mole
F_max: 4.4 eV/A

Last column: Löwdin charge in e.
CARTESIAN COORDINATES (ANGSTROEM)
H -1.510 1.221 -0.210  0.0820
H 0.540 -1.760 -1.362  0.1362
H 1.134 -1.140 -3.852  0.0493
C 1.115 -0.794 -1.647  -0.3058
N 0.817 0.455 -0.946  -0.2220
C 2.079 1.331 -0.956  -0.0453
C 0.622 -0.600 -3.057  -0.1403
H 0.954 0.415 1.259  0.0730
H -4.074 -2.282 4.186  0.0428
H 2.961 0.691 -0.670  0.1040
H 1.017 0.397 -3.566  0.1001
H -0.356 -0.616 0.723  0.1325
H -0.264 2.400 0.493  0.0435
O -3.420 -1.795 4.711  -0.0444
H -0.509 -0.630 -3.171  0.0900
C 0.304 0.316 0.422  -0.2690
H -1.325 1.512 1.635  0.0469
H -2.714 -2.401 4.644  0.0014
H 2.132 1.890 -1.819  0.0390
C -0.835 1.475 0.675  -0.0864
H 1.782 2.201 -0.343  0.0796
H 2.159 -1.088 -1.632  0.0928



Record 2
Entry from OMol25: 2 unconnected molecules or ions with the total composition C3H2N2 in a non-equilibrium geometry (ωB97M-V/def2-TZVPD).

Output
net charge: 0
energy: -6112.4142 eV
frontier orbital gap (spin up / spin down): 7.9 / 6.1 eV
multiplicity: 3
lowest unoccupied orbital energy (spin up / spin down): -0.1 / -3.5 eV
E_HOMO (spin up / spin down): -8.008 / -9.594 eV
energy relative to the best compared isomer or geometry (same formula, charge and spin): 112.8 kcal per mole
expectation value of S²: 2.02
F_max: 3.6 eV/A

Last column: Löwdin spin population.
CARTESIAN COORDINATES (ANGSTROEM)
C -0.802 0.781 -0.498  0.5800
C -1.928 0.816 -0.880  0.0125
N 2.248 0.078 0.892  0.5455
N 1.381 -1.134 0.352  0.4395
H -2.896 0.940 -1.276  -0.0066
C 1.067 0.197 0.318  0.3817
H 0.929 -1.677 1.092  0.0474



Record 3
Entry from OMol25: a molecular structure, C29H19BCoF3N4O7S4 (ωB97M-V/def2-TZVPD).

Output
net charge: -2
energy: -140475.5249 eV
frontier orbital gap (spin up / spin down): 2.2 / 4.8 eV
multiplicity: 5
lowest unoccupied orbital energy (spin up / spin down): 3.5 / 3.5 eV
E_HOMO (spin up / spin down): 1.279 / -1.332 eV
energy relative to the best compared isomer or geometry (same formula, charge and spin): 47.6 kcal per mole
expectation value of S²: 6.08
F_max: 1.0 eV/A

Last column: Löwdin spin population.
CARTESIAN COORDINATES (ANGSTROEM)
C 0.502 1.009 -2.708  0.0013
C 4.492 -1.657 -0.179  0.0001
H 2.010 -4.698 -0.235  0.0000
O 2.433 -0.343 -0.625  0.0002
C -3.883 0.210 1.264  0.0600
C -0.022 1.733 -6.087  0.0000
O 1.001 -2.125 -0.684  0.0003
F -1.022 -3.757 2.106  0.0007
C 1.810 2.221 -4.416  0.0001
N -2.460 1.035 2.997  -0.0478
Co -0.023 -0.396 2.582  2.6897
F 0.638 -5.109 2.433  0.0002
C 2.705 -3.869 -0.240  0.0001
C 4.945 -2.961 0.015  0.0001
H -0.008 2.972 6.645  0.0028
C 2.929 1.767 4.480  0.0146
C -0.022 2.147 -8.458  0.0000
F -0.731 -4.662 4.051  0.0003
C 0.527 1.921 4.858  0.0176
H 5.157 -0.803 -0.151  0.0000
H 0.496 2.513 -9.336  0.0000
H -5.339 -1.086 -1.543  -0.0024
O -1.612 -0.504 1.440  0.1345
O 0.039 -1.859 4.233  0.0312
H 3.743 1.418 3.852  -0.0012
H -4.913 1.434 2.699  0.0046
C -1.307 1.197 -6.205  0.0000
O 1.995 -3.357 4.269  0.0052
C -0.105 -4.134 2.993  0.0005
C -5.251 -0.538 -0.608  0.0092
C 4.069 -4.042 -0.012  0.0001
C 1.631 1.465 4.045  0.0432
S -0.268 0.338 -1.275  0.0031
S 2.092 1.721 -2.777  0.0002
S 2.907 3.168 -5.212  0.0001
H 4.208 2.710 5.934  0.0067
C -4.034 -0.506 0.052  0.0749
H -1.632 2.098 5.143  0.0160
C 0.826 2.634 6.035  0.0665
C -5.021 0.883 1.774  0.0653
H -7.316 0.098 -0.616  0.0101
O 1.467 0.808 2.908  0.1046
H -2.927 0.728 -7.509  0.0000
B 1.123 -0.755 -0.779  0.0017
O 1.347 -2.135 2.218  0.0258
H 5.997 -3.132 0.204  0.0000
H -1.801 1.609 -9.536  0.0000
H -3.169 -1.021 -0.349  0.0066
N -0.146 1.106 -3.805  0.0000
C -6.228 0.837 1.108  0.0123
H 1.619 2.599 -7.157  0.0000
C 0.623 2.199 -7.228  0.0000
C -2.605 0.244 1.927  0.1574
H -1.799 0.813 -5.326  0.0001
C -0.846 1.694 4.503  0.2062
C 3.185 2.487 5.646  0.0740
C 3.145 -1.503 -0.396  0.0000
H -7.086 1.363 1.518  -0.0020
N 0.585 1.750 -4.786  0.0001
H 2.308 3.481 7.345  -0.0022
N -1.190 1.051 3.397  0.0906
C -6.365 0.127 -0.095  0.1098
C -1.302 1.635 -8.575  0.0000
C 2.124 2.922 6.432  0.0021
S 0.963 -2.724 3.502  0.0052
C -1.934 1.152 -7.438  0.0000
H 4.450 -5.040 0.166  0.0000
C 2.275 -2.579 -0.431  0.0000



Record 4
Entry from OMol25: a gas-phase ion, C3H4N3 (charge +1) in a non-equilibrium geometry (ωB97M-V/def2-TZVPD).

Output
net charge: +1
energy: -7628.6897 eV
frontier orbital gap (spin up / spin down): 6.8 / 7.8 eV
multiplicity: 3
lowest unoccupied orbital energy (spin up / spin down): -5.3 / -8.7 eV
E_HOMO (spin up / spin down): -12.146 / -16.546 eV
energy relative to the best compared isomer or geometry (same formula, charge and spin): 127.8 kcal per mole
expectation value of S²: 2.03
F_max: 8.5 eV/A

Last column: Löwdin spin population.
CARTESIAN COORDINATES (ANGSTROEM)
H -2.437 0.062 -1.412  0.0162
N -1.419 -0.042 -1.080  0.0888
N 0.799 0.086 0.120  0.3328
N -0.177 0.005 1.135  0.0832
H -2.328 0.386 1.104  0.0177
C 1.926 -0.354 0.202  0.3445
H 3.053 -0.036 -0.319  0.0482
C -1.372 0.035 0.643  0.2330
C -0.250 0.161 -1.599  0.7951
H 2.205 -0.304 1.206  0.0405



Record 5
Entry from OMol25: a molecular structure, C36H34N4O6RbSSb (ωB97M-V/def2-TZVPD).

Output
net charge: -2
energy: -74160.7141 eV
frontier orbital gap: 6.7 eV
lowest unoccupied orbital energy: 3.9 eV
E_HOMO: -2.848 eV
energy relative to the best compared isomer or geometry (same formula, charge and spin): 0.2 kcal per mole
F_max: 0.1 eV/A

Last column: Löwdin charge in e.
CARTESIAN COORDINATES (ANGSTROEM)
H -7.194 0.870 1.041  -0.0248
H 3.134 2.315 -2.674  0.0996
C 0.339 1.239 -4.007  -0.1273
C -1.240 0.181 -2.523  -0.2054
H 2.719 -6.746 -1.122  0.0943
H 1.334 0.992 -1.631  0.0848
C 0.443 1.043 8.430  -0.1100
C -6.473 0.277 1.609  -0.3899
C 3.823 2.706 0.634  -0.0347
C 0.698 1.158 7.071  -0.0437
H 3.520 1.518 4.445  0.0540
C 3.821 -1.390 -0.688  -0.0807
C 2.733 -1.574 -1.525  -0.3661
H -3.131 -2.015 1.314  -0.0113
H -6.905 -0.705 1.811  -0.0168
H -6.027 -2.098 -0.311  -0.0029
H 1.918 -1.329 -3.518  0.0993
H -0.378 -5.586 -3.847  0.1038
H 3.718 -1.621 0.365  0.1069
C -1.803 0.347 7.951  -0.1038
H 3.655 3.165 3.852  0.0780
H 1.665 1.473 6.705  0.0949
O 1.454 -2.258 0.678  -0.5370
C 1.497 1.147 -5.024  -0.6935
C 5.052 -0.516 -2.564  -0.0901
C -5.486 -1.336 -0.874  -0.3348
C -1.544 0.463 6.592  -0.0328
C 2.752 1.964 1.133  -0.2334
C -3.847 -1.401 1.859  -0.3451
C 3.946 -0.688 -3.387  -0.0586
H 3.942 -0.362 -4.420  0.1070
H 4.624 1.889 3.095  0.0614
C 4.992 -0.869 -1.222  -0.0877
H -0.218 -0.829 -4.115  0.1149
C -0.878 2.423 -2.324  -0.1530
H 2.701 -4.446 -0.146  0.1116
H 4.515 3.186 1.313  0.0930
C -0.364 0.112 -3.605  0.0212
O -1.029 0.698 3.895  -0.1466
C 1.181 -3.766 -1.485  -0.3452
H -2.783 0.029 8.289  0.0900
H -1.115 3.341 -1.793  0.1007
H 1.224 1.270 9.146  0.0876
C 0.031 2.435 -3.369  -0.0402
H -0.423 -3.312 -2.846  0.0859
C 2.053 1.506 -1.005  -0.1398
H -6.287 0.784 2.558  -0.0201
C 2.779 -1.231 -2.868  -0.0629
H 0.552 3.338 -3.656  0.1089
S 1.184 -2.113 -0.784  0.9779
H 5.956 -0.072 -2.964  0.0969
H 1.183 -7.295 -2.980  0.0918
C 3.076 2.241 -1.594  -0.0400
C -0.069 0.979 4.638  -0.5145
O 2.260 2.138 -5.047  -0.0683
H -2.300 0.244 5.849  0.1073
C 1.182 -6.298 -2.557  -0.1025
C 3.976 2.849 -0.739  -0.0702
C 2.527 1.818 2.594  -0.2968
C 2.050 -4.717 -0.969  -0.0703
Sb -4.605 0.073 0.486  1.2776
N -1.473 1.319 -1.864  0.0955
C -0.294 0.869 6.137  -0.1357
H -4.683 -1.793 -1.449  -0.0124
C 0.310 -5.339 -3.049  -0.0723
C 0.294 -4.057 -2.508  -0.0461
H -6.179 -0.827 -1.546  -0.0096
N 1.882 1.373 0.303  0.0736
H 5.847 -0.704 -0.577  0.0971
O -2.053 -2.008 -2.889  -0.0373
Rb -0.705 0.113 1.120  0.7698
C -1.946 -1.098 -2.046  -0.6769
N 1.356 1.461 2.978  0.0182
O 1.586 0.074 -5.655  -0.0555
O -2.334 -1.125 -0.848  -0.2626
C 2.048 -5.990 -1.511  -0.0934
H -1.008 0.546 9.938  0.0849
H -3.361 -0.923 2.712  -0.0132
H 4.798 3.436 -1.134  0.0996
C 3.656 2.114 3.545  -0.0598
H -4.668 -2.023 2.217  -0.0025
N 1.168 1.375 4.329  0.0173
C -0.809 0.637 8.876  -0.1268



Record 6
Entry from OMol25: 2 unconnected molecules or ions with the total composition C3H11NO2 in a non-equilibrium geometry (ωB97M-V/def2-TZVPD).

Output
net charge: 0
energy: -8872.2033 eV
frontier orbital gap: 9.8 eV
lowest unoccupied orbital energy: 0.8 eV
E_HOMO: -8.995 eV
SMILES string: CNCCO.O
energy relative to the best compared isomer or geometry (same formula, charge and spin): 52.7 kcal per mole
F_max: 7.8 eV/A

Last column: Löwdin charge in e.
CARTESIAN COORDINATES (ANGSTROEM)
H -0.463 -3.311 -0.840  0.0870
C 0.289 -2.478 -0.919  -0.1350
H 1.530 -0.369 -1.402  0.1357
H 0.511 -2.248 0.172  0.0853
H 1.271 -2.544 -1.367  0.0553
H -0.728 2.139 6.025  0.0499
N -0.456 -1.371 -1.625  -0.1512
H 0.374 0.346 -2.743  0.1178
H -1.629 2.597 4.716  0.0720
H -0.718 -1.711 -2.582  0.1099
H 1.069 2.308 -0.227  0.0267
C 0.436 -0.195 -1.792  -0.2371
C -0.123 0.726 -0.686  -0.1893
H -0.155 0.579 0.322  0.0840
O 0.567 2.038 -0.954  -0.1093
H -1.081 0.993 -1.201  0.1202
O -0.694 2.501 5.100  -0.1220